{"formula": "C9H15BF4MoN5O3S", "method": "ωB97M-V/def2-TZVPD", "species": ["Mo", "N", "N", "C", "N", "N", "N", "O", "O", "H", "H", "H", "H", "H", "C", "C", "C", "C", "C", "C", "C", "S", "C", "O", "H", "H", "H", "H", "H", "H", "H", "H", "H", "H", "F", "B", "F", "F", "F"], "coordinates": [[-0.520755, -0.433701, 1.016775], [-0.500579, -0.437453, 2.988431], [-0.684124, -1.702891, 3.638611], [-1.169051, -2.710633, 2.883236], [-1.455011, -3.905614, 3.303843], [-1.296573, -2.218464, 1.653516], [-1.837177, -2.822855, 0.540755], [-1.715186, -2.005700, -0.405165], [-2.313778, -3.892654, 0.529292], [0.460136, -0.138178, 3.178351], [-1.142958, 0.241217, 3.404747], [-0.491604, -1.792801, 4.628794], [-1.335831, -4.169795, 4.275299], [-1.828412, -4.599251, 2.663482], [3.017436, 1.614713, -3.159704], [1.632961, 1.598455, -2.549413], [1.458489, 1.396310, -1.178503], [0.182521, 1.300386, -0.633164], [-0.952249, 1.498535, -1.456814], [-0.804528, 1.711294, -2.796697], [0.500011, 1.774157, -3.326448], [-2.560445, 1.396361, -0.762575], [-2.813019, 2.984099, -0.041062], [-2.106271, 0.494638, 0.498008], [3.780144, 1.863783, -2.423389], [3.078602, 2.324242, -3.982247], [3.241563, 0.626220, -3.568067], [2.322706, 1.333124, -0.524312], [0.166025, 1.435661, 0.427283], [-1.661391, 1.823266, -3.453155], [0.611548, 1.974984, -4.386366], [-1.908558, 3.292895, 0.474885], [-3.689496, 2.915870, 0.604776], [-3.035500, 3.635749, -0.895979], [1.229186, -0.931706, 1.464195], [3.553663, -1.385495, -0.652273], [2.240335, -1.548928, -0.841721], [4.404852, -1.958204, -1.462377], [3.942312, -0.581637, 0.325163]], "forces_ev_per_a": [[-0.056, -2.717, -3.853], [-0.064, 0.476, 3.897], [0.004, -0.306, 0.338], [0.068, 0.318, 0.853], [0.030, 0.158, -0.003], [-0.149, 0.459, -1.700], [0.284, 0.623, -0.756], [0.126, -0.569, 0.102], [-0.164, -0.350, 0.112], [0.160, 0.009, 0.486], [-0.141, 0.012, 0.268], [0.117, 0.259, 0.070], [-0.016, -0.081, 0.019], [0.006, -0.046, 0.026], [-0.377, 0.001, 0.162], [0.617, 0.033, -0.198], [-0.056, -0.228, 0.104], [0.302, -0.101, -1.042], [0.184, -0.021, 0.055], [0.439, 0.041, -0.517], [-0.481, 0.086, -0.223], [0.448, -0.792, 0.360], [-0.085, 0.102, -0.030], [-0.827, 1.036, 0.534], [-0.029, 0.005, 0.004], [-0.016, 0.022, 0.000], [0.011, -0.009, -0.005], [-0.054, -0.044, -0.037], [-0.150, 0.860, 1.382], [0.054, -0.004, 0.014], [-0.009, -0.068, 0.018], [-0.033, 0.167, 0.070], [0.005, 0.076, -0.001], [0.017, 0.042, 0.140], [-0.215, 0.644, -0.429], [0.498, -0.066, -0.208], [0.063, -0.020, -0.086], [-0.307, 0.170, 0.313], [-0.204, -0.178, -0.240]], "mulliken_charge": [0.818, -0.434, -0.124, 0.822, -0.261, -0.257, 1.413, -0.628, -0.506, 0.514, 0.375, 0.180, 0.250, 0.226, -1.660, 0.393, -0.252, -0.621, 1.227, -0.735, -0.623, 0.290, -0.943, -0.469, 0.414, 0.492, 0.352, 0.543, 0.509, 0.531, 0.502, 0.349, 0.448, 0.446, -0.578, 0.556, -0.173, -0.162, -0.222], "e_lumo_ev": [-12.66, -12.68], "s2": 2.011, "total_charge": 3, "multiplicity": 3}

***

{"formula": "C13H11FO3", "method": "ωB97M-V/def2-TZVPD", "species": ["C", "C", "C", "C", "C", "C", "C", "F", "C", "O", "C", "C", "C", "C", "O", "C", "O", "H", "H", "H", "H", "H", "H", "H", "H", "H", "H", "H"], "coordinates": [[0.099497, 1.379933, -2.224152], [-1.036260, 1.082437, -1.973886], [-2.420482, 0.730755, -1.635321], [-2.583373, -0.024901, -0.312862], [-2.099149, 0.742093, 0.933771], [-0.616312, 0.589974, 1.158091], [0.195483, 1.632006, 1.305603], [-0.233069, 2.896150, 1.306835], [1.668643, 1.440310, 1.504845], [2.360396, 2.216815, 2.115118], [2.210094, 0.184123, 0.907559], [1.432348, -0.884470, 0.766139], [1.851963, -2.218051, 0.216542], [2.736892, -2.123129, -1.009197], [2.552262, -2.796806, -1.986337], [-0.003602, -0.766086, 1.214339], [-0.623895, -1.731663, 1.595303], [1.040534, 1.795327, -2.501197], [-3.012311, 1.647259, -1.637161], [-2.793969, 0.084704, -2.434128], [-3.655083, -0.200275, -0.185966], [-2.126287, -1.011120, -0.375348], [-2.346864, 1.797335, 0.828418], [-2.634720, 0.385775, 1.815842], [3.253314, 0.175412, 0.617588], [2.413452, -2.759363, 0.986851], [0.989209, -2.831428, -0.034239], [3.585161, -1.412608, -0.984528]], "forces_ev_per_a": [[-0.188, 0.287, -0.125], [0.108, -0.021, 0.195], [0.395, -0.304, -0.172], [-0.467, 0.250, 0.265], [0.142, -0.404, -0.096], [-0.404, 0.567, -0.102], [0.306, -0.173, 0.097], [0.099, -0.230, 0.106], [0.059, -0.108, -0.062], [-0.055, 0.168, -0.238], [0.007, 0.006, -0.061], [-0.316, -0.025, -0.069], [0.178, -0.020, 0.137], [-0.145, -0.139, -0.179], [0.062, 0.066, 0.081], [0.154, 0.135, 0.003], [-0.043, -0.013, -0.198], [0.048, -0.229, 0.054], [-0.077, -0.016, 0.041], [-0.130, 0.138, -0.025], [0.037, -0.046, -0.041], [0.101, 0.025, 0.008], [0.079, 0.057, 0.025], [0.044, -0.138, -0.024], [0.070, 0.120, 0.281], [0.014, -0.023, -0.032], [-0.028, 0.032, 0.027], [-0.049, 0.036, 0.104]], "mulliken_charge": [0.051, -0.340, -0.768, -0.701, -1.146, 0.206, 0.984, -0.326, -0.028, -0.536, -0.371, 0.611, -0.623, 0.097, -0.458, 0.040, -0.580, 0.414, 0.310, 0.335, 0.315, 0.412, 0.340, 0.403, 0.390, 0.367, 0.285, 0.316], "e_lumo_ev": -1.28, "smiles": "C#CCCCC1=C(F)C(=O)C=C(CC=O)C1=O"}

***

{"formula": "C10H15BF2NO8", "method": "ωB97M-V/def2-TZVPD", "species": ["C", "C", "N", "C", "C", "O", "C", "O", "O", "C", "C", "C", "O", "H", "H", "H", "H", "H", "H", "H", "H", "H", "H", "H", "H", "H", "H", "H", "B", "O", "C", "O", "C", "O", "O", "F", "F"], "coordinates": [[-1.789041, 1.034279, 0.853323], [-0.646216, 0.772403, -0.125236], [-0.127058, -0.593537, 0.003172], [0.432847, -0.951903, 1.289106], [1.269404, 0.068965, 2.046100], [2.387180, 0.513790, 1.252322], [3.080510, 1.532718, 1.789913], [2.730846, 2.668920, 1.787102], [4.285364, 1.113803, 2.256415], [4.496331, 1.367719, 3.648878], [0.602843, -1.036878, -1.161785], [1.852720, -0.306148, -1.586373], [0.154131, -1.941201, -1.799139], [-2.497828, 1.741228, 0.420401], [-2.336590, 0.101847, 1.013076], [-1.452415, 1.408717, 1.825378], [0.143759, 1.536612, -0.039711], [-1.065481, 0.848446, -1.133235], [-0.401580, -1.175089, 1.971533], [0.991284, -1.887439, 1.185761], [0.677343, 0.939874, 2.342785], [1.652586, -0.418078, 2.952382], [4.750142, 2.416952, 3.817046], [5.326709, 0.734194, 3.954007], [3.611533, 1.104909, 4.234819], [2.670384, -0.527760, -0.896814], [1.700513, 0.775135, -1.581721], [2.118946, -0.639210, -2.588811], [-4.562951, -2.228611, -2.980524], [-4.398210, -1.085310, -2.012227], [-3.533690, -0.218716, -2.473523], [-3.182009, 0.803452, -1.936325], [-3.027727, -0.732254, -3.850509], [-2.228300, -0.165219, -4.548242], [-3.619881, -1.875227, -4.096671], [-5.868552, -2.279308, -3.446507], [-4.197846, -3.422076, -2.386164]], "forces_ev_per_a": [[-0.033, -0.154, 0.048], [-0.184, 0.041, -0.258], [0.467, 0.437, 0.181], [-0.231, -0.178, 0.087], [-0.057, 0.101, 0.060], [0.123, -0.182, -0.029], [0.283, -0.153, -0.249], [-0.273, 0.381, 0.316], [-0.198, -0.528, 0.193], [0.185, 0.338, -0.025], [-0.395, 0.379, 0.156], [0.112, -0.024, -0.148], [0.148, -0.591, -0.269], [0.132, 0.010, 0.062], [-0.025, 0.086, -0.046], [-0.001, -0.008, -0.066], [-0.063, -0.045, 0.126], [0.110, 0.007, 0.128], [0.117, -0.032, 0.002], [0.007, 0.096, -0.057], [0.035, -0.033, -0.145], [-0.032, 0.047, -0.034], [-0.067, -0.061, 0.010], [-0.031, 0.045, -0.053], [0.050, 0.023, -0.065], [-0.098, 0.032, -0.030], [-0.003, -0.082, 0.064], [-0.015, 0.045, 0.063], [-0.030, -0.105, -0.025], [0.016, 0.061, 0.005], [-0.024, -0.056, -0.025], [-0.080, -0.051, -0.072], [0.122, 0.012, 0.030], [-0.035, 0.012, 0.022], [-0.072, 0.035, 0.045], [0.041, 0.048, 0.009], [0.001, 0.046, -0.012]], "mulliken_charge": [-1.586, -0.397, 0.415, -1.134, -0.343, -0.067, 0.602, -0.520, -0.351, -0.659, 0.264, -0.935, -0.541, 0.397, 0.295, 0.367, 0.214, 0.757, 0.316, 0.488, 0.386, 0.319, 0.286, 0.235, 0.300, 0.169, 0.306, 0.405, 0.582, -0.449, 0.701, -0.676, 0.634, -0.651, -0.434, -0.350, -0.344], "e_lumo_ev": 2.17, "total_charge": -1}

***

| no. | electronic energy (Eh) |
| --- | --- |
| 1 | -1741.10886 |
| 2 | -827.44864 |
| 3 | -1271.61353 |